# 1
{
  "formula": "C8H15N3O5",
  "method": "the ωB97M-V functional and the def2-TZVPD basis",
  "spin_multiplicity": 1,
  "gap_ev": 9.817,
  "lumo_energy_ev": 0.407,
  "smiles": "C[C@@H](O)[C@H](NC(=O)[C@@H](N)CC(N)=O)C(=O)O",
  "relative_energy_kj_mol": 231.9,
  "symbols": ["C", "C", "C", "C", "C", "C", "C", "C", "H", "H", "H", "H", "H", "H", "H", "H", "H", "H", "H", "H", "H", "H", "H", "N", "N", "N", "O", "O", "O", "O", "O"],
  "coordinates": [[-0.58395, 1.36040, 1.75301], [0.46614, 0.95592, 0.79340], [-2.10269, 1.63530, 1.25911], [-2.53652, 0.12920, 0.95296], [1.09370, -1.13002, -0.47435], [2.57715, -0.91664, -0.81483], [0.33630, -0.99396, -1.85259], [0.45270, -2.12226, -2.72219], [-0.34373, 3.41984, 2.11541], [0.38347, 2.52883, 3.23932], [-0.56447, 0.55868, 2.43075], [-2.29813, 2.33394, 0.40855], [-2.66478, 2.04473, 2.12997], [-4.09677, -0.90510, 0.08578], [-4.17213, 0.81222, 0.11219], [0.11980, -0.96687, 1.17879], [1.09319, -2.18536, -0.23264], [0.74928, 0.06531, -2.20663], [-1.46369, -0.85588, -2.56546], [1.29588, -2.72461, -2.81450], [0.15214, -1.62839, -3.70858], [-0.41113, -2.81156, -2.29622], [2.39591, 1.05933, -0.54454], [-0.38228, 2.53470, 2.53646], [-3.80754, -0.02333, 0.46148], [0.73884, -0.36029, 0.66552], [1.10795, 1.75669, 0.12482], [-1.95656, -0.81639, 1.43151], [3.34234, -1.72644, -1.33719], [-1.04456, -0.71707, -1.67291], [3.02147, 0.33944, -0.58917]]
}

***

# 2
{
  "formula": "C8H15N4O",
  "method": "the ωB97M-V functional and the def2-TZVPD basis",
  "spin_multiplicity": 1,
  "gap_ev": 8.694,
  "lumo_energy_ev": -3.405,
  "smiles": "CC/[N+](OC)=c1\\[nH]ccc(N)c1N",
  "charge": 1,
  "relative_energy_kj_mol": 126.2,
  "symbols": ["C", "C", "C", "C", "C", "C", "C", "C", "N", "N", "N", "N", "O", "H", "H", "H", "H", "H", "H", "H", "H", "H", "H", "H", "H", "H", "H", "H"],
  "coordinates": [[-3.10530, -0.82433, -0.22120], [-2.29144, -1.93643, 0.14425], [-2.49063, 0.38618, -0.40920], [-1.10688, 0.53150, -0.31840], [-0.33023, -0.62120, -0.11554], [2.10362, -0.04922, 2.04163], [1.75622, 0.25316, -2.11389], [2.07359, -1.09944, 0.91499], [-0.95621, -1.83446, 0.02554], [-3.31728, 1.39634, -0.78167], [-0.64048, 1.79420, -0.03359], [1.22942, -0.69710, -0.18754], [1.62464, 0.48990, -0.69932], [-4.16531, -0.78073, -0.46616], [-2.80290, -2.92222, 0.04525], [2.95850, -0.39951, 2.63971], [2.54400, 0.92319, 1.60641], [1.22372, 0.07684, 2.61912], [2.24978, -0.71444, -2.24780], [2.19422, 1.11202, -2.42558], [0.67392, 0.22421, -2.45233], [3.03443, -1.13172, 0.39351], [2.06182, -2.08612, 1.30808], [-0.36030, -2.62073, 0.12534], [-4.27668, 1.23549, -0.70409], [-2.91563, 2.31770, -0.74323], [-1.11362, 2.51499, -0.68710], [0.32051, 1.84868, 0.06664]]
}